[1]
A 2-piece molecular cluster, C5H7NO overall in a non-equilibrium geometry. Source: the Open Molecules 2025 dataset; level of theory: wB97M-V/def2-TZVPD.

ΔE to the lowest compared entry with this formula, charge and spin = 367.0 kJ/mol
SMILES string = N#CO[C@@H]1C=CC1.[H][H]
calculated total energy = -8832.39909 eV

Geometry as ORCA input:
```
! RIJCOSX wB97M-V def2-TZVPD def2/J DEFGRID3
* xyz 0 1
N -0.805 1.908 1.813
C -1.126 1.553 0.754
O -1.496 1.149 -0.415
C -0.977 -0.165 -0.797
C -0.609 -1.111 0.314
C 0.670 -1.171 -0.064
C 0.524 -0.180 -1.201
H -1.692 -0.507 -1.546
H -1.193 -1.564 1.108
H 1.528 -1.730 0.296
H 1.009 0.789 -1.051
H 0.753 -0.550 -2.206
H 1.414 0.988 1.615
H 1.998 0.591 1.380
*
```

=====

[2]
One molecule with the formula C5H7NO in a non-equilibrium geometry. Source: the Open Molecules 2025 dataset; level of theory: wB97M-V/def2-TZVPD.

ΔE to the lowest compared entry with this formula, charge and spin = 180.1 kJ/mol
SMILES string = CC[C@@]1(C#N)CO1
calculated total energy = -8834.33591 eV

Geometry as ORCA input:
```
! RIJCOSX wB97M-V def2-TZVPD def2/J DEFGRID3
* xyz 0 1
C 0.484 0.881 1.490
C 0.908 -0.170 0.485
C -0.070 -0.433 -0.674
C -0.211 -1.839 -1.108
N -0.432 -2.921 -1.454
C -1.233 0.403 -1.083
O 0.013 0.471 -1.752
H 0.305 1.841 1.005
H 1.263 1.022 2.248
H -0.433 0.580 2.003
H 1.857 0.115 0.014
H 1.104 -1.115 1.001
H -2.007 -0.119 -1.652
H -1.548 1.285 -0.522
*
```

=====

[3]
C5H7NO as an isolated structure in a non-equilibrium geometry. Source: the Open Molecules 2025 dataset; level of theory: wB97M-V/def2-TZVPD.

ΔE to the lowest compared entry with this formula, charge and spin = 188.5 kJ/mol
calculated total energy = -8834.24959 eV

Geometry as ORCA input:
```
! RIJCOSX wB97M-V def2-TZVPD def2/J DEFGRID3
* xyz 0 1
C -0.021 -0.807 1.645
C -0.267 -0.628 0.161
C 0.033 0.857 -0.188
C -0.388 1.401 -1.542
O -1.284 2.198 -1.683
C 0.648 -1.509 -0.590
N 1.438 -1.583 -1.430
H -0.160 -1.862 1.881
H -0.751 -0.207 2.189
H 0.995 -0.473 1.900
H -1.277 -0.956 -0.120
H -0.384 1.584 0.522
H 1.103 1.093 -0.171
H 0.316 0.892 -2.574
*
```

=====

[4]
One molecule with the formula C5H7NO in a non-equilibrium geometry. Source: the Open Molecules 2025 dataset; level of theory: wB97M-V/def2-TZVPD.

ΔE to the lowest compared entry with this formula, charge and spin = 221.5 kJ/mol
SMILES string = C#CCCNC=O
calculated total energy = -8833.90719 eV

Geometry as ORCA input:
```
! RIJCOSX wB97M-V def2-TZVPD def2/J DEFGRID3
* xyz 0 1
C 2.599 1.003 -0.126
C 1.729 0.256 -0.487
C 0.647 -0.660 -0.820
C -0.222 -0.887 0.425
N -0.899 0.438 0.855
C -2.070 0.569 0.200
O -2.452 -0.328 -0.529
H 3.384 1.660 0.164
H 1.067 -1.599 -1.213
H 0.022 -0.255 -1.626
H -0.916 -1.713 0.154
H 0.332 -1.228 1.289
H -0.552 1.258 1.385
H -2.669 1.487 0.330
*
```

=====

[5]
C5H7NO as an isolated structure in a non-equilibrium geometry. Source: the Open Molecules 2025 dataset; level of theory: wB97M-V/def2-TZVPD.

ΔE to the lowest compared entry with this formula, charge and spin = 289.9 kJ/mol
calculated total energy = -8833.19852 eV

Geometry as ORCA input:
```
! RIJCOSX wB97M-V def2-TZVPD def2/J DEFGRID3
* xyz 0 1
C -1.268 -0.903 0.339
C -0.434 0.434 0.099
C 1.003 0.309 -0.445
C 2.055 0.197 0.644
O 1.835 0.347 1.820
C -1.459 0.707 -0.902
N -2.335 0.720 -1.665
H -1.716 -0.900 1.346
H -0.624 -1.777 0.208
H -2.118 -0.745 -0.606
H -0.448 1.151 0.937
H 1.093 -0.557 -1.113
H 1.282 1.180 -1.060
H 3.084 -0.019 0.280
*
```

=====

[6]
One molecule with the formula C5H7NO. Source: the Open Molecules 2025 dataset; level of theory: wB97M-V/def2-TZVPD.

ΔE to the lowest compared entry with this formula, charge and spin = 286.0 kJ/mol
SMILES string = O=C[C@H]1[C@H]2CCN21
calculated total energy = -8833.23844 eV

Geometry as ORCA input:
```
! RIJCOSX wB97M-V def2-TZVPD def2/J DEFGRID3
* xyz 0 1
O 0.559 1.706 1.036
C -0.525 1.242 1.303
C -1.074 0.022 0.678
C -0.760 -0.500 -0.673
C 0.521 0.048 -1.275
C 1.203 -0.665 -0.083
N -0.124 -1.102 0.524
H -1.131 1.655 2.134
H -2.053 -0.285 1.058
H -1.507 -1.085 -1.200
H 0.569 1.140 -1.353
H 0.761 -0.392 -2.244
H 1.974 -0.153 0.508
H 1.587 -1.631 -0.411
*
```

=====

[7]
C5H7NO as an isolated structure. Source: the Open Molecules 2025 dataset; level of theory: wB97M-V/def2-TZVPD.

ΔE to the lowest compared entry with this formula, charge and spin = 267.1 kJ/mol
calculated total energy = -8833.43452 eV

Geometry as ORCA input:
```
! RIJCOSX wB97M-V def2-TZVPD def2/J DEFGRID3
* xyz 0 1
C 2.317 -0.078 0.674
N 1.290 0.968 0.561
C 0.295 0.558 -0.080
O 0.210 -0.698 -0.679
C -1.148 -0.460 -1.018
C -1.935 -0.250 0.221
C -1.142 0.901 -0.395
H 3.251 0.255 0.217
H 2.478 -0.274 1.737
H 2.035 -1.029 0.205
H -1.469 -0.838 -1.977
H -1.577 -0.669 1.159
H -3.013 -0.212 0.104
H -1.592 1.827 -0.729
*
```

=====

[8]
One molecule with the formula C5H7NO. Source: the Open Molecules 2025 dataset; level of theory: wB97M-V/def2-TZVPD.

ΔE to the lowest compared entry with this formula, charge and spin = 166.0 kJ/mol
SMILES string = C=CC/C=N\C=O
calculated total energy = -8834.48191 eV

Geometry as ORCA input:
```
! RIJCOSX wB97M-V def2-TZVPD def2/J DEFGRID3
* xyz 0 1
C 0.457 -1.463 1.184
C 1.152 -0.447 0.695
C 0.577 0.937 0.503
C 0.260 1.162 -0.960
N -0.736 0.733 -1.612
C -1.751 -0.109 -1.171
O -1.649 -1.306 -1.040
H -0.576 -1.343 1.497
H 0.868 -2.465 1.234
H 2.170 -0.601 0.341
H -0.331 1.053 1.104
H 1.291 1.700 0.833
H 0.991 1.737 -1.532
H -2.723 0.412 -1.076
*
```

=====

[9]
A 2-piece molecular cluster, C5H7NO overall in a non-equilibrium geometry. Source: the Open Molecules 2025 dataset; level of theory: wB97M-V/def2-TZVPD.

ΔE to the lowest compared entry with this formula, charge and spin = 317.4 kJ/mol
SMILES string = CN=C=O.C=C=C
calculated total energy = -8832.91338 eV

Geometry as ORCA input:
```
! RIJCOSX wB97M-V def2-TZVPD def2/J DEFGRID3
* xyz 0 1
C 1.295 1.717 0.493
N 1.776 0.376 0.287
C 2.534 -0.241 -0.351
O 3.085 -1.074 -0.903
H 0.188 1.524 0.635
H 1.832 2.228 1.415
H 1.639 2.374 -0.345
C -1.986 0.225 -0.489
C -1.851 -1.068 -0.129
C -1.549 -2.273 0.236
H -2.020 0.481 -1.548
H -2.267 1.235 0.018
H -2.233 -3.060 0.403
H -0.443 -2.444 0.277
*
```

=====

[10]
One molecule with the formula C5H7NO in a non-equilibrium geometry. Source: the Open Molecules 2025 dataset; level of theory: wB97M-V/def2-TZVPD.

ΔE to the lowest compared entry with this formula, charge and spin = 189.6 kJ/mol
SMILES string = C=C(C#N)COC
calculated total energy = -8834.23813 eV

Geometry as ORCA input:
```
! RIJCOSX wB97M-V def2-TZVPD def2/J DEFGRID3
* xyz 0 1
C 1.111 -0.482 -1.149
C 0.176 -0.961 -0.329
C -0.931 -1.727 -0.845
N -1.815 -2.358 -1.247
C 0.117 -0.538 1.122
O -0.700 0.600 1.284
C -0.481 1.684 0.399
H 1.073 -0.618 -2.223
H 1.927 0.108 -0.739
H -0.325 -1.320 1.747
H 1.141 -0.351 1.482
H -1.239 1.689 -0.394
H 0.499 1.672 -0.088
H -0.554 2.603 0.980
*
```

=====

[11]
A 2-piece molecular cluster, C5H7NO overall. Source: the Open Molecules 2025 dataset; level of theory: wB97M-V/def2-TZVPD.

ΔE to the lowest compared entry with this formula, charge and spin = 595.7 kJ/mol
SMILES string = C(=C1CN1)=C1CO1.[H][H]
calculated total energy = -8830.02914 eV

Geometry as ORCA input:
```
! RIJCOSX wB97M-V def2-TZVPD def2/J DEFGRID3
* xyz 0 1
C 0.152 -0.412 -0.419
C -1.111 -0.171 -0.248
C -2.326 0.579 -0.521
N -2.271 -0.570 0.417
C 1.435 -0.397 -0.256
C 2.836 -0.640 -0.461
O 2.312 0.148 0.644
H -2.803 0.453 -1.490
H -2.493 1.542 -0.043
H -2.689 -1.434 0.083
H 3.392 -0.056 -1.193
H 3.283 -1.589 -0.170
H 0.511 1.289 1.788
H -0.228 1.259 1.868
*
```

=====

[12]
One molecule with the formula C5H7NO in a non-equilibrium geometry. Source: the Open Molecules 2025 dataset; level of theory: wB97M-V/def2-TZVPD.

ΔE to the lowest compared entry with this formula, charge and spin = 343.9 kJ/mol
SMILES string = CC1=CCON=C1
calculated total energy = -8832.63854 eV

Geometry as ORCA input:
```
! RIJCOSX wB97M-V def2-TZVPD def2/J DEFGRID3
* xyz 0 1
C 1.424 0.738 0.220
C 0.011 0.400 -0.081
C -0.483 -0.860 0.026
C -1.935 -1.136 -0.120
O -2.743 0.003 0.251
N -2.259 1.234 -0.062
C -0.999 1.467 -0.137
H 2.001 1.179 -0.623
H 2.046 -0.121 0.283
H 1.561 1.265 1.063
H 0.330 -1.528 0.054
H -2.256 -1.491 -1.104
H -2.410 -1.846 0.606
H -0.579 2.542 -0.340
*
```

=====

| no. | E_HOMO (Ha) |
| --- | --- |
| 1 | -0.3840 |
| 2 | -0.4105 |
| 3 | -0.3673 |
| 4 | -0.3577 |
| 5 | -0.3696 |
| 6 | -0.3450 |
| 7 | -0.3515 |
| 8 | -0.3451 |
| 9 | -0.3595 |
| 10 | -0.3797 |
| 11 | -0.3233 |
| 12 | -0.3214 |